#one
DFT (ωB97M-V/def2-TZVPD) results for a 2-piece molecular cluster, C6H16 overall.

Geometry as ORCA input:
```
! wB97M-V def2-TZVPD RIJCOSX def2/J DEFGRID3
* xyz -1 2
C 0.5281 0.1049 1.4462
C 1.2651 0.6468 2.6764
C 1.4110 -0.4812 0.3795
C -0.6999 -0.7303 1.8092
H 0.1021 1.0348 1.0348
H 1.8703 -0.1008 3.2053
H 2.4479 -0.1154 0.4274
H 1.6195 -1.5519 0.5084
H 1.0477 -0.3160 -0.6311
H -0.4926 -1.6515 2.3566
H -1.3110 -0.0876 2.4496
H 0.5692 1.0232 3.4271
H 1.9434 1.4310 2.3314
H -1.2367 -0.9779 0.8951
C -1.4323 -0.2794 -2.3140
C -0.8442 0.6895 -3.3208
H -2.3712 -0.7721 -2.5686
H -0.7198 -1.0827 -2.1171
H -1.7114 0.2171 -1.3754
H -0.7697 1.7185 -2.9323
H 0.2222 0.4911 -3.4635
H -1.4379 0.7901 -4.2244
*
```

LUMO level (spin up / spin down): 4.0 / 4.2 eV
Highest occupied orbital energy (spin up / spin down): 1.49 / -7.51 eV

Atom charges from the Mulliken analysis, given in e for atoms 1 to 6: 2.46, -2.61, -2.21, -1.89, 0.31, 0.57

***

#two
DFT (ωB97M-V/def2-TZVPD) results for a 2-piece molecular cluster, C6H16 overall.

Geometry as ORCA input:
```
! wB97M-V def2-TZVPD RIJCOSX def2/J DEFGRID3
* xyz -1 2
C 2.5304 3.2697 2.8752
C 1.0854 2.7942 2.8120
C 0.6688 1.8289 3.9727
H 2.5711 4.2030 3.3819
H 2.9971 3.3429 1.9059
H 3.0629 2.6480 3.7079
H 0.8544 2.2273 1.9309
H 0.3577 3.5832 2.8129
H 1.5212 1.6418 4.7657
H -0.1233 2.2521 4.6625
H 0.5095 0.9077 3.6792
C -1.4512 -1.6306 -4.2887
C -0.9864 -2.7493 -3.1952
C -1.9291 -3.5351 -2.3172
H -0.5375 -1.1004 -4.7406
H -2.1050 -0.8898 -3.8060
H -1.8919 -2.1145 -5.1794
H -0.0989 -2.2617 -2.5903
H -0.2632 -3.3559 -3.6271
H -1.4295 -4.1618 -1.5795
H -2.2664 -2.6725 -1.5748
H -2.6653 -4.1158 -2.9019
*
```

LUMO level (spin up / spin down): 3.4 / 3.4 eV
Highest occupied orbital energy (spin up / spin down): 1.50 / -7.01 eV

Atom charges from the Mulliken analysis, given in e for atoms 1 to 6: -1.13, -0.88, -1.35, 0.36, 0.41, 0.24

***

Of them, #one has the highest stability.

***

#one
DFT (ωB97M-V/def2-TZVPD) results for C4H3FO as an isolated structure.

Geometry as ORCA input:
```
! wB97M-V def2-TZVPD RIJCOSX def2/J DEFGRID3
* xyz 0 1
C 0.1398 1.1604 -0.8242
C 0.4129 -0.2596 -1.0480
C -0.5256 0.8649 0.3826
C -0.2682 -0.6693 0.2660
O -1.0486 1.5027 1.2719
F 1.2363 -0.9233 -1.7249
H 0.3413 2.0762 -1.4465
H -0.9605 -1.3895 0.1405
H 0.4298 -0.9343 1.0886
*
```

LUMO level: 0.1 eV
Highest occupied orbital energy: -9.72 eV

Atom charges from the Mulliken analysis, given in e for atoms 1 to 6: -0.61, 0.53, 0.56, -0.51, -0.59, -0.24

***

#two
DFT (ωB97M-V/def2-TZVPD) results for one molecule with the formula C4H3FO.

Geometry as ORCA input:
```
! wB97M-V def2-TZVPD RIJCOSX def2/J DEFGRID3
* xyz 0 1
C 0.3576 -1.9798 0.6409
C 0.4415 -0.7751 0.3601
C -0.7027 0.8353 -0.8995
C 0.3309 0.7196 0.1710
O -1.7892 1.2572 -0.7461
F 0.0792 1.2313 1.4544
H 0.3752 -2.9593 0.8911
H -0.3442 0.5118 -1.8185
H 1.2517 1.1591 -0.0534
*
```

LUMO level: 0.7 eV
Structure (SMILES): C#C[C@H](F)C=O
Highest occupied orbital energy: -10.38 eV

Atom charges from the Mulliken analysis, given in e for atoms 1 to 6: 0.14, -0.69, -0.07, 0.19, -0.41, -0.27

***

Of them, #one has the highest stability.